1.
This record from the Open Molecules 2025 dataset describes CH4INO as an isolated structure in a non-equilibrium geometry. The level of theory is ωB97M-V/def2-TZVPD.

Computed properties:
Relative energy (zero: lowest compared OMol25 entry of this formula, charge and spin) (kcal/mol): 59.8
DFT total energy (eV): -12735.5088
Multiplicity: 1

```
8
Properties=species:S:1:pos:R:3:lowdin_charge:R:1
C -0.4476 0.4093 -0.2574 -0.192
N 1.3046 -0.7614 -1.1860 -0.546
O 0.9008 0.1630 -0.2443 -0.355
I 0.5586 -0.3967 -3.1055 0.713
H -0.6012 0.8483 0.6351 0.063
H -0.8910 -0.5619 -0.2499 0.082
H -0.7293 0.9813 -1.0996 0.015
H 2.6672 -0.8397 -1.0795 0.222
```

=====

2.
This record from the Open Molecules 2025 dataset describes a 5-piece molecular cluster, C31H34N5O7 overall in a non-equilibrium geometry. The level of theory is ωB97M-V/def2-TZVPD.

Computed properties:
Charge: -1
DFT total energy (eV): -54478.5399
Multiplicity: 1

```
77
Properties=species:S:1:pos:R:3:lowdin_charge:R:1
C -2.6774 1.6432 2.6239 -0.011
C -2.4196 0.1282 2.1069 -0.359
O -2.7662 -0.7967 2.8842 0.041
N -1.7619 -0.0229 0.7946 0.030
C -2.4418 -0.9892 -0.0965 -0.323
C -2.8803 -2.4785 0.2559 -0.026
O -2.7257 -0.5763 -1.2622 0.038
C -0.3034 -0.2664 0.9645 -0.121
C 0.7845 0.7357 0.3384 -0.256
O 0.6276 1.8351 -0.2268 0.060
O 2.0219 0.0523 0.6338 -0.008
C 1.8409 -1.2950 1.1583 -0.258
C 3.0066 -2.3759 1.0339 -0.088
C 3.9373 -2.1936 2.3610 -0.250
O 5.0543 -3.1233 2.3886 -0.147
C 0.3646 -1.6622 0.5741 -0.092
C 0.5895 -2.0674 -0.9565 -0.506
O -0.3028 -2.7911 -1.5508 -0.096
O 1.6815 -1.6742 -1.7278 -0.161
H -2.9493 2.3484 1.7702 0.072
H -3.4876 1.5693 3.4375 0.078
H -1.7204 1.9870 3.1724 0.091
H -2.0676 -3.1272 0.7207 0.075
H -3.2414 -2.9958 -0.7125 0.100
H -3.7931 -2.5289 0.9689 0.086
H -0.1233 -0.1841 2.1088 0.168
H 1.7791 -1.1095 2.2997 0.140
H 3.6463 -2.3019 0.0936 0.132
H 2.5803 -3.4464 1.0969 0.136
H 4.3727 -1.1359 2.3328 0.123
H 3.3476 -2.3119 3.3343 0.114
H 4.9171 -3.7551 1.6388 0.046
H 0.0021 -2.5534 1.1923 0.149
N 1.0358 1.8762 -4.3943 0.058
C 0.5252 1.6619 -5.6176 -0.175
C -0.7349 1.1337 -5.8456 -0.096
C -1.5164 0.8020 -4.7472 -0.078
C -1.0138 1.0109 -3.4716 -0.044
C 0.2576 1.5479 -3.3485 -0.136
H 1.1749 1.9338 -6.4439 0.090
H -1.0966 0.9846 -6.8559 0.089
H -2.5082 0.3845 -4.8846 0.102
H -1.5959 0.7628 -2.5932 0.076
H 0.6930 1.7328 -2.3723 0.075
N -5.5927 3.2921 1.7872 0.055
C -6.1082 3.0776 0.5657 -0.142
C -7.3731 2.5577 0.3427 -0.074
C -8.1534 2.2353 1.4432 -0.086
C -7.6450 2.4447 2.7171 -0.081
C -6.3696 2.9728 2.8346 -0.159
H -5.4590 3.3422 -0.2626 0.107
H -7.7383 2.4083 -0.6657 0.102
H -9.1484 1.8247 1.3097 0.103
H -8.2263 2.2037 3.5985 0.098
H -5.9295 3.1578 3.8096 0.100
N 6.4623 -5.3039 1.3472 0.057
C 5.9091 -6.3987 0.7997 -0.133
C 6.5691 -7.6091 0.6610 -0.076
C 7.8787 -7.6970 1.1095 -0.089
C 8.4752 -6.5803 1.6777 -0.078
C 7.7292 -5.4168 1.7742 -0.133
H 4.8847 -6.2792 0.4613 0.109
H 6.0720 -8.4608 0.2135 0.100
H 8.4296 -8.6269 1.0174 0.101
H 9.4960 -6.6132 2.0378 0.098
H 8.1499 -4.5181 2.2139 0.110
N 0.3253 6.8995 -2.7643 0.043
C 0.3712 5.5613 -2.6481 -0.138
C -0.0875 4.8672 -1.5396 -0.055
C -0.6219 5.5935 -0.4859 -0.076
C -0.6800 6.9775 -0.5784 -0.092
C -0.1985 7.5776 -1.7305 -0.176
H 0.8005 5.0377 -3.4962 0.101
H -0.0279 3.7869 -1.5011 0.073
H -0.9902 5.0862 0.3994 0.103
H -1.0905 7.5758 0.2259 0.093
H -0.2254 8.6563 -1.8515 0.092
```

=====

3.
This record from the Open Molecules 2025 dataset describes C50H29Cl4CuN6O4 as an isolated structure in a non-equilibrium geometry. The level of theory is ωB97M-V/def2-TZVPD.

Computed properties:
Charge: -1
DFT total energy (eV): -164186.4882
Multiplicity: 2

```
94
Properties=species:S:1:pos:R:3:lowdin_charge:R:1
Cu -0.6458 -0.1836 0.1752 0.606
Cl -7.0481 3.0413 6.1100 0.647
C -5.7702 2.5073 5.0673 -0.680
C -4.4542 2.6007 5.4861 -0.101
C -3.4393 2.1620 4.6554 -0.024
C -3.7265 1.6287 3.4000 -0.184
C -5.0597 1.5807 2.9897 -0.024
C -6.0802 2.0116 3.8117 -0.101
C -2.7149 1.1175 2.4680 -0.053
C -1.7141 0.2372 2.8930 -0.198
C -1.4416 -0.1591 4.2333 -0.003
C -0.2149 -0.7639 4.2294 -0.008
C 0.2254 -0.7828 2.8746 -0.226
C 1.3400 -1.5338 2.4080 -0.040
C 2.6122 -1.5026 3.0791 -0.146
C 2.8846 -0.5093 4.0382 -0.009
C 4.1443 -0.3455 4.5694 -0.096
C 5.1802 -1.1728 4.1639 -0.682
Cl 6.7596 -0.9714 4.8308 0.659
C 4.9513 -2.1630 3.2224 -0.105
C 3.6921 -2.3099 2.6841 -0.023
C 1.0776 -2.2968 1.2457 -0.239
N 0.3318 -1.8571 0.2165 0.062
C 0.1907 -2.8867 -0.6708 -0.232
C -0.2293 -2.7269 -1.9861 -0.061
C -0.2216 -3.8470 -2.9370 -0.177
C 0.8962 -4.6604 -3.1166 -0.024
C 0.9107 -5.6501 -4.0818 -0.100
C -0.2008 -5.8379 -4.8841 -0.678
Cl -0.1576 -7.0157 -6.1573 0.649
C -1.3404 -5.0749 -4.6951 -0.100
C -1.3415 -4.0812 -3.7365 -0.026
C -0.5438 -1.4511 -2.4801 -0.224
C -0.6242 -1.0975 -3.8567 -0.004
C -0.9098 0.2366 -3.9052 0.000
C -1.0517 0.6756 -2.5569 -0.220
N -0.7823 -0.3518 -1.7218 0.076
C -1.6176 1.9072 -2.1725 -0.040
C -2.1311 2.0759 -0.8921 -0.222
C -2.8254 3.2311 -0.4003 0.010
C -3.2290 2.9445 0.8599 0.010
C -2.7137 1.6409 1.1722 -0.227
N -2.0911 1.1279 0.0877 0.062
C -1.7140 2.9609 -3.1882 -0.167
C -2.8935 3.6646 -3.4390 -0.029
C -2.9407 4.6628 -4.3948 -0.104
C -1.8055 4.9530 -5.1322 -0.682
Cl -1.8566 6.2182 -6.3117 0.651
C -0.6324 4.2433 -4.9352 -0.095
C -0.5911 3.2623 -3.9644 -0.020
C 0.7460 -4.0679 -0.0958 -0.013
C 1.3525 -3.6872 1.0632 -0.024
N -0.7110 -0.2193 2.0883 0.070
H -4.2309 3.0091 6.4596 0.103
H -2.4132 2.2604 4.9740 0.120
H -5.2846 1.1820 2.0122 0.125
H -7.1067 1.9495 3.4880 0.102
H -2.1076 -0.0415 5.0648 0.100
H 0.2964 -1.2178 5.0576 0.111
H 2.0995 0.1637 4.3435 0.111
H 4.3327 0.4368 5.2873 0.106
H 5.7581 -2.8067 2.9069 0.103
H 3.5444 -3.0642 1.9308 0.084
H 1.7792 -4.4946 -2.5189 0.110
H 1.7911 -6.2520 -4.2394 0.103
H -2.2070 -5.2419 -5.3129 0.102
H -2.2195 -3.4693 -3.5973 0.126
H -0.4256 -1.7676 -4.6714 0.105
H -1.0821 0.8488 -4.7693 0.104
H -2.9476 4.1459 -0.9449 0.102
H -3.7454 3.5758 1.5587 0.111
H -3.7923 3.4119 -2.8963 0.116
H -3.8534 5.2132 -4.5674 0.102
H 0.2403 4.4667 -5.5298 0.105
H 0.3293 2.7267 -3.7883 0.128
H 0.6730 -5.0533 -0.5161 0.104
H 1.8143 -4.3279 1.7889 0.106
C 3.5712 -1.9845 -1.2124 0.007
C 3.4296 -0.6070 -0.6800 -0.363
N 2.2933 0.0262 -0.5450 0.184
C 2.5907 1.2656 -0.0727 -0.110
C 3.9600 1.3881 0.0798 -0.087
N 4.4706 0.1713 -0.3024 0.173
C 4.8809 2.4802 0.4560 -0.526
O 4.3641 3.6692 0.6015 0.091
O 6.0716 2.2447 0.5757 0.050
C 1.5241 2.2617 0.2467 -0.553
O 1.8869 3.4616 0.3654 0.011
O 0.3614 1.8541 0.3872 0.010
H 2.6683 -2.2139 -1.7712 0.069
H 3.6603 -2.7070 -0.4007 0.064
H 4.4404 -2.0650 -1.8628 0.080
H 5.4539 -0.0460 -0.2745 0.161
H 3.3001 3.6620 0.4782 0.062
```

=====

4.
This record from the Open Molecules 2025 dataset describes C17H31F5MoP2 as an isolated structure in a non-equilibrium geometry. The level of theory is ωB97M-V/def2-TZVPD.

Computed properties:
Charge: +2
Relative energy (zero: lowest compared OMol25 entry of this formula, charge and spin) (kcal/mol): 0.0
DFT total energy (eV): -52130.8505
Multiplicity: 3

```
56
Properties=species:S:1:pos:R:3:lowdin_charge:R:1
P 0.2053 -1.7853 -2.0392 0.758
P 0.0300 1.9086 -1.9528 0.776
C -0.1352 -0.6145 -3.4064 -0.386
C 0.3981 0.8267 -3.3688 -0.371
H -1.1925 -0.6403 -3.7124 0.102
H 0.4348 -1.1246 -4.1845 0.044
H 1.4759 0.8642 -3.6007 0.118
H -0.1056 1.3732 -4.1632 0.021
C -1.6699 2.5390 -2.2276 -0.170
H -1.9434 3.1056 -1.3283 0.064
H -2.3871 1.7078 -2.3390 0.064
H -1.6694 3.1854 -3.1099 0.074
C 1.1979 3.2298 -1.8548 -0.177
H 1.0495 3.9332 -2.6803 0.085
H 2.2106 2.8052 -1.8771 0.081
H 1.0503 3.7258 -0.8836 0.075
C -0.9555 -3.1511 -2.2489 -0.177
H -0.8487 -3.8072 -1.3745 0.075
H -0.7262 -3.6922 -3.1754 0.083
H -1.9823 -2.7556 -2.2639 0.071
C 1.9044 -2.3366 -2.2008 -0.174
H 2.5700 -1.4635 -2.1619 0.077
H 2.0138 -2.8768 -3.1463 0.076
H 2.1227 -2.9874 -1.3421 0.076
Mo -0.5751 0.0266 -0.8395 1.130
C 0.4740 1.6288 -6.2627 -0.113
C -0.8796 1.6751 -6.1045 -0.122
C -1.8293 0.9855 -7.0405 -0.165
C -1.4275 -0.4632 -7.4054 -0.167
C -0.6989 -1.2152 -6.3352 -0.110
C 0.6471 -1.3108 -6.2552 -0.139
C 1.6016 -0.5344 -7.1177 -0.160
C 1.1891 0.9380 -7.3792 -0.167
C 0.1650 -1.3977 0.6193 -0.200
H 1.1055 2.2519 -5.6355 0.105
H -1.3377 2.4023 -5.4361 0.097
H -1.8767 1.5893 -7.9640 0.135
H -2.8524 0.9677 -6.6272 0.116
H -2.3605 -0.9935 -7.6317 0.124
H -0.8505 -0.4459 -8.3365 0.115
H -1.3235 -1.8286 -5.6873 0.105
H 1.1180 -2.1367 -5.7123 0.106
H 1.6733 -1.0574 -8.0873 0.134
H 2.6192 -0.5437 -6.6890 0.116
H 2.1233 1.4800 -7.5716 0.123
H 0.6093 0.9790 -8.3066 0.114
H 0.8999 -0.8370 1.2258 0.040
H 0.6321 -2.3450 0.2925 -0.006
H -0.7199 -1.6266 1.2362 0.052
F -0.7247 2.7568 0.5846 -0.050
C -0.4284 1.4061 0.9748 -0.361
F 0.8993 1.4074 1.4655 0.002
C -1.3420 1.2257 2.2154 -0.547
F -1.1910 2.3117 3.0316 0.153
F -2.6435 1.1864 1.8273 0.130
F -1.0659 0.1315 2.9692 0.145
```

=====

5.
This record from the Open Molecules 2025 dataset describes C18H22GeMnN5 as an isolated structure. The level of theory is ωB97M-V/def2-TZVPD.

Computed properties:
Charge: +1
DFT total energy (eV): -114303.7297
Multiplicity: 6

```
47
Properties=species:S:1:pos:R:3:lowdin_charge:R:1
Mn -0.6717 -0.0615 0.6542 0.967
N 3.5565 -0.2802 1.0940 0.146
C 2.2665 -0.5731 1.0971 -0.114
N 1.3165 0.2772 0.8065 0.027
C 1.6738 1.6140 0.4456 -0.263
N 0.7403 2.4482 0.1645 0.102
N -0.4786 1.8570 0.2385 -0.164
C -1.6086 2.5578 0.1250 -0.057
C -2.7796 1.8065 0.3399 -0.256
C -4.0869 2.3203 0.2312 -0.010
C -5.1578 1.5195 0.5131 -0.040
C -4.9446 0.1823 0.9045 -0.046
C -3.6629 -0.2848 0.9765 -0.134
N -2.5831 0.4836 0.7065 -0.028
C 3.0865 1.9675 0.4194 -0.090
C 3.5282 3.2466 0.0759 0.002
C 4.8782 3.5329 0.0743 -0.048
C 5.8081 2.5508 0.4129 -0.050
C 5.3894 1.2793 0.7546 -0.005
C 4.0297 1.0031 0.7538 -0.168
H 4.2182 -0.9979 1.3460 0.169
H 1.9969 -1.5867 1.3613 0.132
H -1.6040 3.6150 -0.1026 0.132
H -4.2201 3.3496 -0.0714 0.123
H -6.1636 1.9093 0.4372 0.118
H -5.7681 -0.4731 1.1437 0.113
H -3.4549 -1.3074 1.2554 0.099
H 2.7959 3.9975 -0.1840 0.120
H 5.2177 4.5243 -0.1905 0.115
H 6.8640 2.7830 0.4091 0.116
H 6.1064 0.5119 1.0181 0.121
C 0.2051 -1.5910 -1.9929 -0.225
Ge -1.0364 -2.6832 -0.9177 0.732
C -0.5968 -4.5714 -1.1249 -0.213
C -2.8369 -2.3315 -1.5911 -0.218
C -0.7987 -2.0387 0.9289 -0.373
H 0.1062 -1.8845 -3.0398 0.030
H 1.2478 -1.7425 -1.7070 0.016
H 0.0046 -0.5125 -1.9682 0.009
H -0.7046 -4.8652 -2.1692 0.026
H -1.2660 -5.1881 -0.5256 0.025
H 0.4269 -4.7807 -0.8148 0.020
H -2.9186 -2.7740 -2.5850 0.028
H -3.0453 -1.2650 -1.6844 0.014
H -3.6093 -2.7793 -0.9656 0.024
H 0.1328 -2.4459 1.3321 -0.018
H -1.5993 -2.3189 1.6149 -0.004
```

=====

6.
This record from the Open Molecules 2025 dataset describes a 2-piece molecular cluster, C5H12NS overall in a non-equilibrium geometry. The level of theory is ωB97M-V/def2-TZVPD.

Computed properties:
Charge: +1
Relative energy (zero: lowest compared OMol25 entry of this formula, charge and spin) (kcal/mol): 98.9
DFT total energy (eV): -17694.3972
Multiplicity: 1

```
19
Properties=species:S:1:pos:R:3:lowdin_charge:R:1
C -1.8230 0.3348 -0.3097 -0.465
C -1.0275 -0.0499 0.8502 -0.293
C -3.2640 0.8340 -0.2393 -0.069
C 2.5206 0.4310 0.8503 -0.104
C 1.5534 -1.2208 -0.6978 -0.191
N 1.6440 0.1322 -0.2956 -0.204
S -1.5619 -1.4303 0.2287 1.173
H -1.3484 0.6258 -1.1714 0.085
H -0.1754 0.2242 1.4398 0.083
H -3.7721 0.3717 -1.2008 0.135
H -3.3994 1.9098 -0.3488 0.092
H -3.6684 0.3322 0.6376 0.074
H 2.1194 -0.2412 1.6801 0.098
H 3.6542 0.3383 0.5867 0.125
H 2.3683 1.4340 1.1318 0.056
H 1.2765 -1.8908 0.2067 0.086
H 0.8479 -1.3911 -1.5967 0.109
H 2.5456 -1.6875 -0.8730 0.091
H 1.5100 0.9434 -0.8788 0.121
```

=====

7.
This record from the Open Molecules 2025 dataset describes C2H4IPS as an isolated structure in a non-equilibrium geometry. The level of theory is ωB97M-V/def2-TZVPD.

Computed properties:
Relative energy (zero: lowest compared OMol25 entry of this formula, charge and spin) (kcal/mol): 73.4
DFT total energy (eV): -30360.0017
Multiplicity: 1

```
9
Properties=species:S:1:pos:R:3:lowdin_charge:R:1
C -0.1268 -1.7875 -0.2979 -1.178
C -0.4851 0.6640 0.5904 -0.445
P -0.9356 -0.4067 -0.7420 0.698
S 1.1914 1.8733 -0.7687 0.413
I -0.3479 -3.4581 -1.3381 0.796
H 0.4738 -1.8977 0.6540 0.008
H -1.0995 1.6297 0.5493 0.024
H 0.3322 0.5612 1.3200 0.012
H 0.9975 2.8218 0.0330 -0.328
```

=====

8.
This record from the Open Molecules 2025 dataset describes an isolated ion of composition C19H25N4O2P2 and charge +1 in a non-equilibrium geometry. The level of theory is ωB97M-V/def2-TZVPD.

Computed properties:
Charge: +1
DFT total energy (eV): -48730.0685
Multiplicity: 1

```
52
Properties=species:S:1:pos:R:3:lowdin_charge:R:1
C -3.6153 2.6890 -1.0285 0.121
C -2.7979 2.2325 -1.7819 -0.120
C -1.5312 1.8937 -2.5025 -0.123
C -0.5339 1.2192 -1.5715 -0.136
C 0.0079 0.0199 -1.9353 0.053
C 0.9844 -0.6824 -1.1446 -0.138
C 1.5171 -1.9770 -1.6958 -0.126
C 1.3177 -3.2017 -0.7544 -0.170
C 0.8017 -4.4129 -1.5527 -0.191
C -0.6353 -4.2636 -2.0911 -0.157
C -1.7388 -4.6150 -1.0585 -0.214
O -1.2922 -4.5927 0.2895 -0.197
C -1.6777 -3.4148 0.9763 -0.116
C 1.3750 -0.1333 0.0638 0.019
C 0.8436 1.1054 0.4765 -0.102
C 1.2371 1.7465 1.7158 -0.177
P 2.4422 0.8671 2.8056 0.763
N 3.8704 1.0237 2.1585 -0.280
C 0.7114 2.9765 2.0389 -0.285
N 1.1092 3.6446 3.2509 0.130
C 2.2678 4.0960 3.1020 -0.288
O 3.3802 4.3464 3.0091 0.273
N -0.1940 3.6242 1.2311 -0.091
P -0.8886 5.2284 1.5932 0.792
N -2.4503 5.2089 1.6432 -0.259
C -0.5841 3.0466 0.0874 0.004
C -0.1080 1.8116 -0.3342 -0.065
H -4.2682 2.9549 -0.2242 0.047
H -1.0991 2.8214 -2.8931 0.136
H -1.7885 1.2232 -3.3229 0.120
H -0.3137 -0.4330 -2.8681 0.129
H 2.5771 -1.8908 -1.9536 0.136
H 0.9963 -2.1807 -2.6362 0.100
H 2.3169 -3.4846 -0.3972 0.114
H 0.7297 -2.9849 0.1384 0.086
H 1.4531 -4.4936 -2.4361 0.115
H 0.9385 -5.3547 -1.0157 0.121
H -0.7269 -4.9629 -2.9302 0.113
H -0.8241 -3.2676 -2.5098 0.094
H -2.1492 -5.6093 -1.2585 0.123
H -2.5671 -3.9041 -1.1835 0.114
H -1.6735 -2.5533 0.2920 0.083
H -0.8925 -3.2056 1.7157 0.083
H -2.6307 -3.5217 1.5029 0.093
H 2.1160 -0.6508 0.6608 0.098
H 2.0769 -0.4897 2.9543 0.024
H 2.3953 1.5103 4.0607 0.019
H 4.2879 0.1244 1.9460 -0.028
H -0.3023 5.6754 2.7906 0.027
H -0.4607 6.0563 0.5316 0.033
H -2.7195 5.5335 2.5699 -0.017
H -1.2901 3.6011 -0.5246 0.116
```